ORCA calculation (wB97M-V/def2-TZVPD) on a structure of composition C27H33CuNO7P2S.

The geometry in XYZ format:
```
72
Properties=species:S:1:pos:R:3:lowdin_charge:R:1
Cu 1.555 -0.126 -1.567 0.0994
O 5.057 -1.626 -1.895 -0.3179
S 3.885 -1.053 -1.277 0.4350
O 2.720 -1.940 -1.358 -0.3487
O 3.684 0.354 -1.657 -0.3494
C 4.154 -0.907 0.494 -0.2408
C 5.450 -1.138 0.937 -0.0654
C 5.768 -1.005 2.280 -0.0874
C 4.783 -0.631 3.180 -0.0875
C 3.495 -0.386 2.727 -0.0943
C 3.143 -0.512 1.384 -0.2779
P 1.373 -0.170 0.851 1.1368
C 0.626 -1.612 1.688 -0.3186
C 0.365 -1.715 3.052 -0.0949
C -0.147 -2.890 3.585 -0.0916
C -0.397 -3.979 2.761 -0.1011
C -0.130 -3.888 1.402 -0.0822
C 0.374 -2.711 0.869 -0.0859
C 1.032 1.297 1.868 -0.3504
C 1.912 2.374 1.764 -0.0847
C 1.632 3.579 2.388 -0.0909
C 0.458 3.731 3.115 -0.1057
C -0.435 2.672 3.202 -0.0897
C -0.155 1.466 2.575 -0.1022
H 6.198 -1.426 0.211 0.1044
H 6.781 -1.189 2.618 0.0970
H 5.011 -0.527 4.233 0.0967
H 2.741 -0.077 3.441 0.0978
H 0.557 -0.877 3.709 0.0926
H -0.344 -2.956 4.648 0.0957
H -0.799 -4.894 3.177 0.0939
H -0.315 -4.734 0.752 0.1009
H 0.585 -2.636 -0.191 0.0869
H 2.818 2.270 1.177 0.1144
H 2.327 4.404 2.297 0.0971
H 0.234 4.674 3.598 0.0927
H -1.365 2.789 3.746 0.0977
H -0.879 0.663 2.602 0.0990
N 2.462 0.273 -4.567 0.0759
C 1.699 -0.516 -4.153 0.0001
H 3.091 0.995 -4.260 0.0756
C -3.064 -1.861 -1.134 -0.0322
C -2.309 -1.737 -2.451 -0.6203
C -1.624 -3.052 -2.797 -0.0239
C -3.236 -1.300 -3.579 -0.0278
O -1.228 -0.786 -2.372 -0.1721
P -1.127 0.544 -1.504 0.2380
O -1.182 0.261 -0.035 -0.3153
O 0.039 1.333 -2.013 -0.2923
O -2.493 1.314 -1.932 -0.1778
C -2.909 2.564 -1.348 -0.6321
C -3.771 3.222 -2.417 -0.0388
C -1.743 3.478 -0.977 -0.0411
C -3.734 2.242 -0.104 -0.0354
H -3.820 -2.643 -1.234 0.0854
H -3.556 -0.925 -0.871 0.0742
H -2.382 -2.119 -0.323 0.0762
H -2.366 -3.839 -2.952 0.0841
H -0.957 -3.349 -1.987 0.0753
H -1.028 -2.934 -3.702 0.0871
H -4.081 -1.989 -3.657 0.0825
H -2.695 -1.296 -4.527 0.0878
H -3.611 -0.296 -3.387 0.0723
H -3.188 3.363 -3.328 0.0877
H -4.132 4.194 -2.075 0.0806
H -4.629 2.589 -2.651 0.0798
H -1.067 3.609 -1.819 0.0829
H -1.167 3.064 -0.148 0.0759
H -2.144 4.449 -0.675 0.0842
H -4.617 1.661 -0.377 0.0809
H -4.057 3.162 0.391 0.0818
H -3.126 1.656 0.585 0.0703
```

Computed properties:
* max |F|: 1.90 eV/A
* relative energy (zero: lowest compared OMol25 entry of this formula, charge and spin): 1.312 eV
* HOMO level: -4.5981 eV
* multiplicity: 1
* charge: -1
* HOMO-LUMO gap: 7.34 eV
* total energy: -4351.70375 Ha